Record 1
A structure of composition C41H53FeN7O4P3S2, computed with ωB97M-V with the def2-TZVPD basis set.

Cartesian coordinates (Å):
Fe (0.38257, -0.36740, -0.50482)
C (-2.45207, 3.73891, 3.00926)
N (-1.43952, 2.72198, 2.71980)
C (-1.01691, 1.97785, 3.90941)
P (-1.47590, 1.94682, 1.27710)
O (-0.25045, 1.13637, 1.04833)
O (-2.80437, 1.02282, 1.28805)
P (-2.93954, -0.50727, 0.80245)
O (-1.79500, -0.97488, -0.01476)
N (-4.30016, -0.44129, -0.12574)
C (-4.45625, -1.31857, -1.28380)
C (-5.54862, 0.06963, 0.43577)
N (-3.03412, -1.30472, 2.23989)
C (-3.07395, -2.76593, 2.15589)
C (-3.70518, -0.76129, 3.41705)
N (-1.78560, 3.00603, 0.06130)
C (-3.12986, 3.44846, -0.30815)
C (-0.70019, 3.94054, -0.26954)
H (-2.10030, 4.34300, 3.84451)
H (-3.41479, 3.29413, 3.28235)
H (-2.59315, 4.39725, 2.15519)
H (-0.37589, 2.61459, 4.52122)
H (-0.46420, 1.08882, 3.61868)
H (-1.88043, 1.67837, 4.51006)
H (-3.49372, -1.74748, -1.55769)
H (-4.84134, -0.74860, -2.13327)
H (-5.15966, -2.12994, -1.07809)
H (-5.36199, 0.55356, 1.39386)
H (-6.27364, -0.73442, 0.58292)
H (-5.98996, 0.80295, -0.24288)
H (-2.60141, -3.09662, 1.23247)
H (-4.09965, -3.14680, 2.18746)
H (-2.52021, -3.19440, 2.99200)
H (-3.64322, 0.32402, 3.41730)
H (-3.20438, -1.13629, 4.31094)
H (-4.75681, -1.06001, 3.46476)
H (-3.86178, 2.69564, -0.02712)
H (-3.17562, 3.58152, -1.39002)
H (-3.39277, 4.40132, 0.15810)
H (-0.00650, 4.05509, 0.56559)
H (-1.12047, 4.91852, -0.49862)
H (-0.14235, 3.59029, -1.14025)
S (0.23005, -2.97724, 0.58113)
C (-0.28293, -3.13112, -1.03033)
N (-0.09116, -2.17470, -1.89595)
C (-0.59610, -2.48941, -3.14148)
C (-0.54101, -1.69282, -4.28689)
C (-1.06844, -2.17930, -5.46626)
C (-1.65503, -3.44645, -5.52500)
C (-1.72840, -4.24521, -4.39981)
C (-1.19692, -3.75786, -3.21250)
S (-1.11966, -4.53405, -1.65840)
H (-0.08256, -0.71331, -4.22795)
H (-1.02375, -1.57718, -6.36423)
H (-2.05435, -3.80924, -6.46208)
H (-2.18604, -5.22468, -4.44088)
C (3.29030, -1.53875, -3.50396)
C (2.60343, -0.36255, -2.87898)
O (2.26259, -0.36157, -1.68800)
N (2.36331, 0.68858, -3.66956)
C (1.75782, 1.91172, -3.16633)
C (0.25086, 1.84991, -3.20134)
C (-0.45942, 2.59687, -4.12837)
C (-1.84041, 2.47922, -4.18445)
C (-2.46427, 1.58787, -3.33009)
C (-1.68514, 0.87904, -2.43060)
N (-0.35760, 1.01696, -2.34290)
H (3.78694, -2.11938, -2.72952)
H (4.01157, -1.23537, -4.26040)
H (2.53377, -2.17472, -3.97099)
H (2.63831, 0.65088, -4.63668)
H (2.11336, 2.74654, -3.76558)
H (2.09892, 2.04391, -2.14176)
H (0.05883, 3.26266, -4.80550)
H (-2.41412, 3.06435, -4.89124)
H (-3.53375, 1.43091, -3.35578)
H (-2.13659, 0.15937, -1.75966)
C (1.32309, -2.00325, 5.39489)
C (1.74946, -2.91689, 4.44192)
C (2.10222, -2.48714, 3.17276)
C (2.03210, -1.13264, 2.84469)
C (1.58877, -0.22059, 3.80248)
C (1.24715, -0.65536, 5.07358)
P (2.42972, -0.57238, 1.15821)
C (3.05412, 1.12215, 1.41495)
C (3.96930, 1.42845, 2.42432)
C (4.43736, 2.72455, 2.56421)
C (3.98850, 3.72875, 1.71600)
C (3.05170, 3.43947, 0.73592)
C (2.58628, 2.14173, 0.59203)
C (3.88829, -1.56012, 0.64266)
C (5.18903, -1.09626, 0.83842)
C (6.27330, -1.87111, 0.45523)
C (6.08095, -3.10548, -0.14431)
C (4.79067, -3.56391, -0.36573)
C (3.70401, -2.79290, 0.01550)
H (1.05669, -2.33960, 6.38816)
H (1.81822, -3.96801, 4.68991)
H (2.46126, -3.20159, 2.44261)
H (1.52583, 0.83031, 3.55577)
H (0.92667, 0.06224, 5.81871)
H (4.30253, 0.65956, 3.10958)
H (5.15376, 2.95346, 3.34210)
H (4.36031, 4.73836, 1.82898)
H (2.68357, 4.22608, 0.08877)
H (1.82784, 1.90335, -0.14213)
H (5.37319, -0.13232, 1.28481)
H (7.27542, -1.50097, 0.62737)
H (6.93118, -3.70139, -0.44818)
H (4.62937, -4.52329, -0.84020)
H (2.70512, -3.14964, -0.17865)

Computed properties:
Multiplicity = 6
Frontier orbital gap (spin up / spin down) = 0.301 / 0.199 Ha
Charge = +2
LUMO (spin up / spin down) = -4.456 / -7.113 eV

Löwdin population analysis, charges in e, atoms 1 to 2: 0.8204, -0.0677

***

Record 2
A structure of composition C10H19BNO2Pd, computed with ωB97M-V with the def2-TZVPD basis set.

Cartesian coordinates (Å):
C (1.78838, -2.83124, 1.95897)
C (1.32450, -2.05207, 1.14054)
B (0.68195, -0.98217, 0.25316)
C (1.78807, -0.23015, -0.75369)
C (2.57580, 0.62370, 0.27240)
C (3.54750, 1.55212, -0.48806)
N (3.91151, 2.65163, 0.39302)
C (-0.51175, -1.61237, -0.80410)
C (-1.68838, -1.98125, 0.12684)
C (-2.89145, -1.06749, -0.09352)
O (-3.05405, -0.23778, 1.04788)
C (-3.09624, 1.10880, 0.78039)
C (-3.96011, 1.63408, -0.35297)
O (-2.46054, 1.85104, 1.46556)
H (2.10340, -3.37890, 2.82097)
H (0.13207, -0.18344, 0.97049)
H (2.47220, -0.90351, -1.27121)
H (1.32390, 0.44320, -1.47542)
H (1.85865, 1.18283, 0.87901)
H (3.13202, -0.04202, 0.93527)
H (3.05804, 1.92918, -1.38890)
H (4.42540, 0.94685, -0.74436)
H (4.70849, 3.14292, 0.00446)
H (4.19741, 2.27214, 1.28849)
H (-0.11968, -2.50579, -1.29515)
H (-0.80076, -0.91815, -1.59684)
H (-1.40331, -1.83709, 1.17040)
H (-1.92472, -3.04612, 0.02771)
H (-3.77339, -1.69475, -0.26671)
H (-2.73995, -0.48958, -1.03285)
H (-4.24236, 0.82664, -1.03396)
H (-4.82206, 2.17287, 0.02789)
H (-3.30206, 2.33569, -0.91272)
Pd (-2.15860, 1.17341, -2.21424)

Computed properties:
Frontier orbital gap = 0.128 Ha
Charge = +1
LUMO = -8.441 eV

Löwdin population analysis, charges in e, atoms 1 to 2: 0.2181, 0.0080

***

| no. | F_max (eV/Å) |
| --- | --- |
| 1 | 1.0 |
| 2 | 3.7 |